Record 1
{
  "formula": "C33H35ClFN4O6W",
  "method": "ωB97M-V/def2-TZVPD",
  "species": ["W", "C", "C", "C", "C", "C", "C", "C", "F", "C", "C", "C", "O", "C", "C", "N", "C", "C", "O", "O", "H", "H", "H", "H", "H", "H", "H", "H", "H", "H", "H", "C", "C", "C", "C", "H", "H", "H", "H", "H", "H", "H", "H", "H", "C", "C", "C", "C", "C", "N", "C", "O", "N", "C", "C", "C", "C", "N", "C", "C", "C", "H", "H", "H", "H", "H", "H", "H", "H", "H", "H", "H", "H", "H", "Cl", "C", "C", "O", "O", "H", "H"],
  "coordinates": [[-0.4619, 0.3126, 0.4644], [-0.4557, 5.0457, -5.4255], [-1.8785, 4.6009, -5.0929], [-2.5916, 4.1636, -6.3598], [-3.8933, 3.4401, -6.0595], [-3.5962, 2.2140, -5.2346], [-4.2707, 1.0372, -5.3924], [-3.9879, -0.0613, -4.5704], [-4.6662, -1.1866, -4.7804], [-3.0785, -0.0014, -3.5722], [-2.3776, 1.2042, -3.3819], [-1.5140, 1.3630, -2.2530], [-1.3448, 0.3649, -1.4613], [-0.9106, 2.6132, -2.0693], [-1.0973, 3.6080, -2.9881], [-1.8654, 3.4710, -4.0692], [-2.5951, 2.2915, -4.2401], [-0.1278, 2.8014, -0.8132], [0.9902, 3.2471, -0.8124], [-0.8230, 2.3417, 0.2434], [-0.4918, 5.7409, -6.2678], [0.1484, 4.1811, -5.7205], [0.0454, 5.5580, -4.6020], [-2.4236, 5.4259, -4.6411], [-1.9303, 3.5011, -6.9276], [-2.7642, 5.0536, -6.9641], [-4.4118, 3.1630, -6.9756], [-4.5609, 4.1022, -5.4970], [-5.0477, 0.9477, -6.1473], [-2.8932, -0.8495, -2.9212], [-0.5954, 4.5640, -2.8676], [-4.5420, -0.8243, 1.1104], [-3.1073, -0.6046, 1.5658], [-2.8305, 0.8827, 1.7444], [-2.0784, -1.1854, 0.5705], [-5.2563, -0.3654, 1.8061], [-4.7759, -1.8925, 1.0412], [-4.6964, -0.3766, 0.1185], [-2.9798, -1.0876, 2.5339], [-3.0226, 1.4239, 0.8307], [-1.7993, 1.0618, 2.0853], [-3.4367, 1.3300, 2.5297], [-2.5289, -1.2891, -0.4066], [-1.7783, -2.1750, 0.8878], [6.6423, -2.3159, 2.1031], [5.5559, -2.6852, 3.0915], [5.4312, -3.9806, 3.5902], [4.4197, -4.3185, 4.4850], [3.5193, -3.3534, 4.9116], [2.4857, -3.7207, 5.8323], [1.2429, -3.1688, 6.0108], [0.5911, -3.2973, 7.0289], [0.7451, -2.3871, 4.9588], [0.8702, -2.5151, 3.5759], [1.5376, -3.5443, 2.9249], [1.6329, -3.5143, 1.5491], [1.0706, -2.4828, 0.8400], [0.3960, -1.5060, 1.4565], [0.2786, -1.5451, 2.7868], [3.6430, -2.0509, 4.4462], [4.6439, -1.7332, 3.5384], [7.3648, -3.1240, 1.9867], [7.1829, -1.4238, 2.4276], [6.2224, -2.0999, 1.1165], [6.1331, -4.7461, 3.2703], [4.3319, -5.3381, 4.8558], [2.7219, -4.3660, 6.5624], [0.0279, -1.7738, 5.2951], [1.9656, -4.3721, 3.4804], [2.1570, -4.3021, 1.0179], [1.1343, -2.4395, -0.2311], [-0.2711, -0.7518, 3.2563], [2.9652, -1.2730, 4.7887], [4.7179, -0.7062, 3.1846], [1.6757, 0.1589, -0.7709], [2.7927, 0.8970, 0.4788], [2.1616, 0.7746, 1.8507], [2.8527, 0.5155, 2.7981], [0.8528, 1.0278, 1.8678], [2.8770, 1.9348, 0.1982], [3.7313, 0.3704, 0.4187]],
  "forces_ev_per_angstrom": [[-0.38, 0.22, 0.47], [0.07, -0.12, 0.09], [0.16, -0.32, 0.15], [0.03, -0.19, 0.00], [0.05, -0.09, 0.16], [0.10, 0.32, -0.13], [-0.24, -0.10, -0.17], [-0.16, 0.14, -0.26], [-0.17, -0.23, -0.07], [0.29, -0.07, 0.35], [-0.11, 0.07, -0.18], [0.06, -0.26, 0.16], [0.08, 0.08, -0.10], [-0.22, -0.05, 0.28], [0.30, 0.24, -0.21], [-0.18, 0.16, -0.32], [0.08, 0.33, -0.10], [-0.66, -0.19, 0.36], [0.09, 0.33, 0.31], [1.17, -0.25, -0.94], [-0.02, -0.06, 0.10], [-0.06, 0.13, 0.01], [-0.06, -0.05, -0.09], [-0.15, 0.04, 0.16], [-0.03, 0.05, -0.03], [0.01, -0.01, -0.01], [0.00, -0.02, -0.01], [-0.01, -0.04, -0.02], [0.11, -0.03, 0.11], [-0.04, 0.16, -0.09], [-0.05, -0.19, 0.00], [-0.22, -0.06, -0.04], [0.00, -0.05, -0.16], [-0.39, -0.44, 0.06], [-0.03, 0.34, 0.41], [0.11, -0.09, -0.12], [0.04, 0.17, -0.02], [0.00, -0.08, 0.17], [0.08, -0.08, 0.13], [-0.02, 0.29, -0.29], [0.41, 0.23, 0.20], [0.04, 0.09, 0.11], [-0.09, 0.09, -0.33], [0.08, -0.18, 0.00], [-0.14, -0.03, 0.14], [0.07, -0.12, -0.05], [-0.02, -0.07, -0.01], [0.14, -0.14, -0.02], [-0.15, 0.18, 0.49], [-0.01, 0.07, -0.42], [0.11, -0.03, 0.13], [0.37, 0.03, -0.47], [0.04, -0.17, -0.36], [-0.16, -0.10, 0.56], [0.02, -0.54, 0.07], [0.23, -0.42, -0.01], [-0.21, 0.18, 0.03], [0.18, -0.01, 0.04], [0.16, -0.02, -0.17], [0.19, 0.29, 0.03], [0.06, 0.18, 0.01], [-0.04, 0.02, 0.01], [-0.05, -0.06, 0.01], [0.00, -0.03, 0.06], [-0.08, 0.07, 0.06], [0.03, 0.14, -0.08], [0.12, -0.15, 0.21], [-0.33, 0.13, 0.02], [-0.16, 0.18, -0.18], [-0.08, 0.09, 0.09], [0.00, 0.02, -0.21], [-0.13, 0.33, 0.09], [0.21, -0.14, -0.08], [-0.01, -0.27, 0.13], [0.20, 0.13, -0.14], [-0.16, -0.11, -0.07], [-1.08, 0.13, 0.06], [-0.27, 0.28, 0.04], [0.72, -0.37, 0.08], [0.01, 0.33, -0.15], [0.14, -0.17, -0.10]],
  "mulliken_spin": [1.808, 0.001, -0.002, 0.001, 0.000, 0.001, 0.000, 0.004, 0.000, 0.002, -0.019, 0.042, 0.035, 0.007, 0.009, 0.015, 0.002, 0.015, 0.006, 0.021, 0.000, 0.000, 0.000, 0.000, 0.000, 0.000, 0.000, 0.000, 0.000, -0.005, 0.000, -0.001, -0.058, 0.060, 0.084, -0.001, 0.000, 0.001, -0.003, 0.003, -0.004, 0.002, 0.010, 0.010, 0.000, 0.000, 0.000, 0.001, -0.002, 0.000, 0.000, 0.000, 0.000, -0.013, 0.003, -0.013, -0.004, -0.056, 0.065, 0.002, 0.000, 0.000, 0.000, 0.000, 0.000, 0.000, 0.000, 0.001, 0.000, 0.001, 0.009, -0.051, 0.000, 0.000, -0.012, 0.018, 0.002, 0.006, 0.000, 0.001, -0.002],
  "charge": 1,
  "e_lumo_ev": [-3.10, -3.48],
  "homo_ev": [-10.558, -10.562],
  "spin_multiplicity": 3
}

---

Record 2
{
  "formula": "C33H35F9K2MgN5O19P2S4",
  "method": "ωB97M-V/def2-TZVPD",
  "species": ["C", "C", "C", "O", "C", "O", "C", "S", "N", "C", "N", "C", "N", "P", "O", "N", "O", "C", "O", "C", "S", "H", "H", "H", "H", "H", "H", "H", "H", "H", "H", "H", "H", "H", "H", "H", "H", "C", "C", "C", "C", "C", "C", "C", "O", "C", "C", "C", "C", "C", "C", "C", "O", "H", "H", "H", "H", "H", "H", "H", "H", "O", "S", "O", "O", "O", "K", "C", "C", "O", "C", "O", "C", "F", "F", "F", "H", "H", "H", "H", "H", "H", "Mg", "F", "P", "F", "F", "F", "F", "F", "C", "C", "C", "C", "C", "C", "N", "O", "O", "H", "H", "H", "H", "H", "K", "O", "S", "O", "O", "O"],
  "coordinates": [[11.3068, -2.4100, 2.6504], [10.3549, -1.1825, 2.0299], [10.5748, 0.1881, 2.9024], [9.4208, 0.5178, 3.8010], [9.0096, 1.9364, 3.5349], [9.7377, 2.9802, 3.9987], [7.6609, 2.2639, 2.6620], [6.0982, 2.4752, 3.7396], [4.7934, 2.2118, 2.5564], [4.0994, 1.0271, 2.5511], [4.1756, -0.2043, 3.4257], [3.0912, -1.0816, 2.7906], [2.5127, -0.2888, 1.6001], [1.2521, -1.0736, 0.6114], [1.5501, -0.6410, -0.9101], [3.0555, 0.9851, 1.4269], [10.7200, -1.0816, 0.6068], [9.8932, -0.1018, -0.1151], [10.3847, 1.1553, -0.2967], [8.4039, -0.3818, -0.7578], [7.7838, -2.1416, -0.5361], [10.6931, -3.1572, 3.3136], [11.6934, -3.0312, 1.7133], [12.2673, -2.0112, 3.1909], [9.2361, -1.5432, 2.2148], [10.9062, 1.1101, 2.2603], [11.4788, -0.0305, 3.6478], [7.3921, 1.3567, 1.9345], [7.7124, 3.2332, 2.0076], [4.6375, 3.0203, 1.8956], [2.7496, -2.1695, 3.1385], [-0.0871, -0.7436, 1.0271], [1.5397, -2.5112, 0.6482], [2.8696, 1.7224, 0.7059], [7.5852, 0.3523, -0.3269], [8.4745, -0.1483, -1.9242], [7.5991, -2.3133, 0.8678], [-6.1753, 3.8049, -3.4712], [-5.2478, 4.8281, -3.2765], [-3.9799, 4.5345, -2.7719], [-3.6422, 3.2146, -2.4492], [-4.5780, 2.1952, -2.6207], [-5.8439, 2.4894, -3.1439], [-4.2499, 0.8070, -2.2372], [-5.0701, -0.0896, -2.3909], [-2.9231, 0.5166, -1.6581], [-2.6195, -0.7846, -1.2365], [-1.3623, -1.0706, -0.7000], [-0.4039, -0.0633, -0.5919], [-0.7055, 1.2350, -1.0058], [-1.9713, 1.5272, -1.5310], [-2.2927, 2.9109, -1.9328], [-1.4526, 3.7978, -1.8338], [-7.1602, 4.0323, -3.8731], [-5.5105, 5.8552, -3.5197], [-3.2592, 5.3377, -2.6274], [-6.5749, 1.6967, -3.2934], [-3.3610, -1.5775, -1.3204], [-1.1305, -2.0805, -0.3684], [0.5780, -0.2874, -0.1807], [0.0460, 2.0173, -0.9138], [-1.9583, 7.0937, 1.0295], [-3.1602, 6.5348, 0.3841], [-3.2239, 5.0838, 0.6366], [-3.0964, 6.7785, -1.0685], [-4.3623, 7.1835, 0.9389], [11.8398, -4.8561, 2.3614], [-6.4139, -3.1272, -1.8724], [-6.7146, -2.5399, -3.2375], [-6.8205, -3.5185, -4.2661], [-8.0586, -4.2691, -4.4031], [-9.1030, -3.4499, -4.4647], [-8.2215, -5.4256, -3.3387], [-7.0200, -6.0172, -3.0760], [-9.0230, -6.4265, -3.8039], [-8.7315, -5.0434, -2.1430], [-5.6933, -3.9475, -1.9417], [-6.0140, -2.3570, -1.2062], [-7.3191, -3.5128, -1.4015], [-5.8570, -1.9173, -3.5195], [-7.5761, -1.8649, -3.2056], [-7.8371, -4.8493, -5.3114], [11.3970, 2.9057, -0.8815], [14.3247, 6.3309, 1.8874], [13.1971, 5.5119, 2.5848], [12.6346, 5.1891, 1.1678], [12.3283, 6.8055, 2.5719], [14.4728, 5.3070, 3.4561], [13.0591, 3.9607, 2.5247], [12.3625, 5.4772, 3.9003], [-10.2158, 0.7313, 1.7534], [-10.0896, -0.3318, 0.8579], [-8.9815, -1.1784, 0.9284], [-8.0038, -0.9528, 1.9071], [-8.1242, 0.1183, 2.8025], [-9.2353, 0.9599, 2.7203], [-6.8495, -1.8544, 2.0028], [-6.7693, -2.7792, 1.1805], [-6.0238, -1.6420, 2.9023], [-11.0844, 1.3854, 1.6981], [-10.8572, -0.5026, 0.1061], [-8.8978, -2.0025, 0.2233], [-7.3703, 0.3079, 3.5637], [-9.3394, 1.7923, 3.4128], [-11.8844, -0.2140, 3.3761], [-9.2353, -9.9025, -4.3838], [-7.8843, -9.6026, -3.8752], [-7.1761, -10.8633, -3.5884], [-7.9902, -8.8062, -2.6392], [-7.1360, -8.8382, -4.8898]],
  "forces_ev_per_angstrom": [[0.09, 0.75, -1.55], [-0.55, -0.56, 1.74], [1.91, -0.05, 0.77], [-0.22, 2.94, -2.54], [3.65, 5.36, 2.43], [-5.04, -7.64, -3.18], [-0.32, -1.22, -1.41], [0.05, -0.29, -1.00], [1.36, -0.52, 1.11], [-2.22, -1.45, -1.65], [-4.14, 1.43, -5.52], [2.01, 5.45, -1.28], [-0.20, -3.64, 2.51], [5.61, -4.47, 0.49], [5.88, -3.59, 2.50], [3.30, -1.89, 4.85], [-2.32, 1.56, -0.09], [1.01, 4.70, -0.27], [-2.58, -6.25, 1.71], [0.82, 0.55, 0.30], [0.17, 0.36, 0.86], [0.87, 2.07, -0.84], [-1.10, 3.09, 1.46], [-1.97, -0.73, -0.85], [2.23, 0.91, -0.73], [-0.81, -1.90, 1.04], [-1.94, 0.62, -1.61], [0.82, 1.82, 1.68], [0.64, -1.85, 1.55], [-0.24, -1.67, 0.99], [0.81, 2.90, -1.07], [1.17, -1.18, 2.01], [0.25, 1.14, 0.58], [-0.17, -1.54, 0.73], [2.05, -1.34, -0.75], [-0.13, -0.70, 2.43], [0.31, 0.82, -1.70], [0.25, -0.27, 0.16], [0.24, -0.30, 0.10], [0.03, 0.13, -0.26], [-0.42, 0.36, -0.20], [-0.32, 0.18, -0.13], [-0.14, 0.21, -0.04], [-1.23, -0.50, -0.36], [0.55, 0.37, 0.31], [0.55, -0.47, 0.33], [0.32, -0.13, 0.03], [-0.42, 0.36, -0.21], [-6.04, 2.90, -0.76], [0.03, -0.34, 0.00], [0.57, -0.70, 0.31], [0.87, 2.09, 0.07], [-0.48, -1.16, -0.19], [0.15, -0.08, 0.06], [0.13, -0.17, 0.11], [-0.13, -0.23, 0.23], [0.29, 0.05, 0.09], [0.06, 0.27, -0.11], [-0.15, -0.09, 0.01], [-6.30, 6.92, -4.75], [-0.34, 0.05, -0.07], [0.19, 0.25, 0.19], [0.12, 0.10, -0.21], [-0.21, -0.64, 0.05], [0.11, 0.09, -0.37], [-0.24, 0.06, 0.35], [0.66, -3.01, 0.20], [-0.27, -0.03, 0.35], [0.54, 0.05, -0.40], [0.17, -0.70, 0.54], [-0.73, 2.33, -0.05], [0.42, -1.49, 0.31], [0.46, -1.24, 0.19], [-0.69, 0.50, -0.09], [0.42, 1.20, 0.21], [-0.07, -0.02, -0.40], [-0.06, 0.12, -0.04], [0.07, 0.05, -0.15], [0.15, -0.09, 0.00], [-0.26, -0.22, -0.15], [-0.17, -0.24, -0.09], [-0.11, -0.22, -0.31], [0.34, 0.13, -0.31], [1.60, 2.83, -4.72], [0.30, 0.89, 0.66], [-2.55, 1.76, -5.33], [-1.08, 4.98, -2.56], [2.23, -2.08, 4.91], [1.07, -5.53, 2.33], [-1.73, -3.18, 4.53], [0.94, 0.18, -0.69], [0.05, 0.10, 0.21], [0.20, -0.10, 0.12], [-0.96, 0.70, -0.11], [0.03, -0.14, -0.02], [0.02, -0.20, -0.13], [1.57, -1.58, -0.28], [-0.40, 1.78, 1.59], [-1.28, -0.08, -1.14], [0.24, 0.20, -0.28], [0.24, 0.00, 0.01], [0.22, 0.10, 0.16], [-0.04, -0.20, -0.30], [0.17, -0.06, -0.14], [-0.81, -0.75, 0.89], [0.38, 0.05, -0.15], [-0.20, -0.63, -0.29], [-0.26, 0.27, 0.26], [0.43, 0.01, -0.01], [-0.33, 0.25, 0.22]],
  "lowdin_charge": [-0.152, -0.257, -0.088, -0.109, -0.266, 0.047, -0.334, 0.903, -0.293, -0.275, 0.079, -0.012, -0.251, 0.819, -0.308, 0.085, -0.114, -0.321, -0.422, -0.444, 0.624, 0.053, -0.007, 0.115, 0.142, 0.148, 0.150, 0.087, 0.110, 0.141, 0.148, 0.102, 0.054, 0.189, 0.086, 0.119, -0.128, -0.067, -0.036, 0.022, -0.072, -0.090, -0.008, -0.265, 0.078, -0.067, 0.032, -0.070, -0.258, 0.055, -0.053, -0.267, 0.124, 0.099, 0.113, 0.098, 0.115, 0.122, 0.106, -0.228, 0.125, -0.355, 0.186, -0.372, -0.376, -0.355, 1.018, -0.092, -0.268, -0.105, -0.447, -0.093, -0.502, 0.108, 0.113, 0.100, 0.085, 0.042, 0.046, 0.092, 0.109, 0.158, 0.672, -0.149, -0.042, -0.233, -0.149, -0.152, -0.182, -0.153, -0.263, -0.080, 0.049, -0.105, 0.026, -0.114, -0.306, 0.094, 0.072, 0.088, 0.127, 0.137, 0.132, 0.120, 1.019, -0.258, 0.246, -0.273, -0.223, -0.222],
  "charge": -1,
  "e_lumo_ev": -2.36,
  "homo_ev": -3.133,
  "spin_multiplicity": 1
}

---

What is the formula in the second record? C33H35F9K2MgN5O19P2S4

---

Look up the charge of the second one. -1

---

Which value of charge does entry 1 give? +1

---

Which value of charge does entry 1 give? +1